Run w
DFT (ωB97M-V/def2-TZVPD) results for C18H19N3OS in the gas phase.

Output
- LUMO (eV) = -0.34
- HOMO-LUMO gap (eV) = 7.7312
- SMILES = N#Cc1ccc(-c2ccccc2)nc1SCCN1CCOCC1
- molar mass (g mol⁻¹) = 325.44

```
! RIJCOSX wB97M-V def2-TZVPD def2/J DEFGRID3
* xyz 0 1
N -0.14 5.59 -0.59
C -0.05 4.58 -0.04
C 0.06 3.35 0.64
C 0.42 3.31 1.98
C 0.54 2.09 2.62
C 0.27 0.93 1.90
N -0.09 0.97 0.61
C -0.18 2.12 -0.01
S -0.64 2.12 -1.69
C -0.71 0.32 -2.02
C 0.71 -0.25 -2.16
N 0.82 -1.67 -2.40
C 0.37 -2.20 -3.67
H 0.46 -1.43 -4.44
C -1.07 -2.73 -3.62
O -1.23 -3.67 -2.58
C -0.92 -3.10 -1.33
C 0.52 -2.57 -1.30
H 0.72 -2.07 -0.35
H 1.20 -3.43 -1.40
H -1.04 -3.89 -0.59
H -1.63 -2.29 -1.11
H -1.31 -3.26 -4.55
H -1.79 -1.91 -3.49
H 1.03 -3.03 -3.92
H 1.26 -0.04 -1.24
H 1.21 0.26 -2.99
H -1.28 0.23 -2.94
H -1.24 -0.13 -1.19
C 0.36 -0.41 2.49
C 1.29 -0.70 3.49
C 1.36 -1.98 4.03
C 0.50 -2.97 3.58
C -0.43 -2.69 2.59
C -0.50 -1.42 2.05
H -1.22 -1.19 1.29
H -1.10 -3.46 2.25
H 0.55 -3.96 4.01
H 2.09 -2.20 4.79
H 1.98 0.06 3.82
H 0.80 2.04 3.66
H 0.61 4.23 2.51
*
```


Run x
DFT (ωB97M-V/def2-TZVPD) results for C18H19N3OS in the gas phase.

Output
- LUMO (eV) = -0.30
- HOMO-LUMO gap (eV) = 8.1478
- SMILES = N#Cc1ccc(-c2ccccc2)nc1SCCN1CCOCC1
- molar mass (g mol⁻¹) = 325.44

```
! RIJCOSX wB97M-V def2-TZVPD def2/J DEFGRID3
* xyz 0 1
N 3.00 4.01 1.98
C 2.60 3.24 1.24
C 2.12 2.27 0.33
C 3.00 1.39 -0.31
C 2.49 0.44 -1.17
C 1.11 0.39 -1.39
N 0.28 1.23 -0.77
C 0.75 2.13 0.06
S -0.39 3.20 0.86
C -1.95 2.29 0.61
C -2.20 1.28 1.73
N -1.18 0.24 1.73
C -0.22 0.36 2.82
H 0.18 1.37 2.85
C 0.91 -0.64 2.57
O 0.43 -1.96 2.50
C -0.53 -2.08 1.48
C -1.70 -1.12 1.70
H -2.40 -1.21 0.87
H -2.21 -1.38 2.64
H -0.87 -3.11 1.50
H -0.06 -1.86 0.50
H 1.63 -0.61 3.39
H 1.43 -0.38 1.63
H -0.69 0.13 3.79
H -3.19 0.83 1.56
H -2.23 1.81 2.69
H -1.85 1.79 -0.35
H -2.74 3.04 0.58
C 0.48 -0.58 -2.29
C -0.85 -0.94 -2.08
C -1.47 -1.87 -2.90
C -0.77 -2.44 -3.94
C 0.55 -2.08 -4.17
C 1.17 -1.16 -3.35
H 2.19 -0.87 -3.56
H 1.09 -2.52 -5.00
H -1.25 -3.17 -4.58
H -2.50 -2.14 -2.72
H -1.38 -0.48 -1.26
H 3.15 -0.27 -1.65
H 4.06 1.46 -0.12
*
```


Which is most stable? The ranking, best first, is run x, run w.


Run w
DFT (ωB97M-V/def2-TZVPD) results for 14 unconnected molecules or ions with the total composition H29O14.

Output
- LUMO (eV) = -2.75
- HOMO-LUMO gap (eV) = 10.1067
- molar mass (g mol⁻¹) = 253.22

```
! RIJCOSX wB97M-V def2-TZVPD def2/J DEFGRID3
* xyz 1 1
O 1.52 0.29 -0.28
H 1.56 -0.48 1.86
O -2.67 2.95 2.11
H -3.26 1.23 1.84
H 5.10 0.96 -0.14
O 1.63 3.17 -1.48
H 0.72 -2.75 -4.35
H 1.48 4.09 -1.74
O -3.75 0.39 1.92
H -2.37 -0.85 0.44
H -4.66 0.50 1.65
O -1.92 -2.45 -1.28
H -1.81 -1.48 -1.17
H -2.71 -2.50 -1.82
O -1.00 1.81 4.23
H 4.37 2.32 0.06
H 0.14 -3.58 -3.29
O 1.74 -0.52 -2.77
H 0.86 -0.76 -3.12
H -3.20 3.76 2.11
O 0.52 -2.16 -0.33
H 1.02 -1.77 -1.06
H -0.47 1.03 4.05
O -2.08 -0.09 -0.07
H 1.67 0.13 -1.24
H 1.17 1.19 -0.34
O 0.82 -1.10 1.84
H -1.23 1.51 -3.94
H 1.88 3.40 -0.57
O 0.42 -2.67 -3.43
H -1.45 1.87 5.07
H 1.93 -4.03 3.24
O 1.21 -3.49 2.95
H -1.58 0.59 0.38
H 0.32 -3.84 2.97
O -1.48 2.42 -3.71
H -2.07 3.08 2.86
H -0.92 2.41 -2.92
O 4.97 1.69 0.47
H 0.50 -1.46 0.52
H -0.36 -2.58 -0.43
H 1.13 -1.80 2.47
H 2.30 -0.44 -3.55
*
```


Run x
DFT (ωB97M-V/def2-TZVPD) results for 14 unconnected molecules or ions with the total composition H29O14.

Output
- LUMO (eV) = -2.55
- HOMO-LUMO gap (eV) = 11.1506
- molar mass (g mol⁻¹) = 253.22

```
! RIJCOSX wB97M-V def2-TZVPD def2/J DEFGRID3
* xyz 1 1
O -3.30 0.87 -0.15
H -3.93 0.89 0.57
O 1.93 -2.53 -0.35
H 2.79 -2.42 0.11
H 2.30 -3.26 -0.88
O 0.58 1.62 -0.25
H -0.18 1.86 0.29
H 1.04 0.93 0.25
O -2.27 3.31 -0.42
H -1.42 3.57 0.00
H -2.58 4.00 -1.01
O 0.35 -0.82 1.40
H 0.33 -0.58 2.35
H 1.11 -1.42 1.33
O 2.02 -3.86 2.21
H 2.59 -4.29 1.55
H 1.24 -4.31 1.82
O -0.79 -2.10 -3.27
H -0.18 -1.90 -3.98
H -0.28 -2.09 -2.45
O 3.55 -0.88 1.11
H 3.92 -0.96 2.00
H 4.33 -0.50 0.68
O -1.10 0.89 -2.24
H -1.61 1.65 -1.91
H -0.28 0.92 -1.71
O 0.10 4.08 0.64
H -0.25 4.61 1.36
H 1.02 4.31 0.50
O -1.93 -1.70 0.66
H -2.23 -1.37 -0.82
H -1.04 -1.51 1.10
O 0.03 -0.07 4.18
H 0.55 0.52 4.71
H 0.06 -0.92 4.64
O 2.06 1.57 -3.12
H 2.68 2.15 -2.68
H 1.17 1.88 -2.92
O -2.70 -1.18 -1.73
H -2.03 -1.62 -2.35
H -2.29 -0.25 -1.75
H -2.99 1.77 -0.37
H -2.35 -0.86 0.91
*
```


Which is most stable? The ranking, best first, is run x, run w.